(1)
Below is a structure of composition C28H33CoN8O2P, with properties calculated with the ωB97M-V functional and the def2-TZVPD basis.

XYZ file:
```
73
Properties=species:S:1:pos:R:3:forces:R:3:lowdin_charge:R:1
Co 0.6369 0.4637 -0.4695 0.007 0.499 0.162 0.555
C 0.0772 4.1307 -2.7534 -0.019 -0.273 0.091 -0.025
C -0.0396 3.1880 -1.5674 -0.414 1.060 0.341 -0.470
O 0.3201 1.9923 -1.7624 0.391 -0.822 -0.287 -0.134
C -0.4875 3.7202 -0.3666 0.035 0.015 -0.774 -0.052
C -0.4288 3.0575 0.8767 0.155 -0.519 0.587 -0.324
C -0.6352 3.9043 2.1119 0.044 -0.249 -0.141 -0.029
N -0.1388 1.7882 0.9762 -0.309 0.241 -0.779 -0.021
N 0.0771 1.2201 2.2074 -0.378 -0.168 1.227 0.030
C 0.5332 -1.1358 2.0404 0.060 0.498 -0.650 -0.231
O 0.3407 -1.5272 0.8935 -0.149 -0.174 0.776 0.000
C 0.1911 -1.9268 3.2247 -0.342 -0.713 0.528 -0.138
C 0.3395 -3.3175 3.1876 -0.022 0.458 -0.152 -0.010
C 0.1160 -4.0745 4.3197 -0.026 -0.144 0.140 -0.078
C -0.2620 -3.4651 5.5064 0.037 0.035 -0.080 -0.078
C -0.4588 -2.0925 5.5399 -0.077 -0.089 0.151 -0.070
C -0.2524 -1.3307 4.4076 0.008 -0.009 -0.303 -0.035
H 0.4150 3.5673 -3.6194 -0.036 0.010 -0.080 0.072
H 0.8036 4.9109 -2.5345 0.035 0.080 -0.007 0.079
H -0.8783 4.6046 -2.9659 -0.065 0.066 -0.060 0.077
H -0.7762 4.7616 -0.3552 0.027 0.011 -0.039 0.094
H -0.8430 4.9337 1.8361 -0.024 -0.001 0.001 0.073
H 0.2676 3.8964 2.7273 -0.009 0.038 0.084 0.083
H -1.4652 3.5168 2.7022 -0.012 -0.001 0.137 0.085
H 0.6363 -3.7870 2.2631 0.106 -0.031 -0.125 0.117
H 0.2413 -5.1459 4.2792 0.029 -0.103 0.006 0.103
H -0.4117 -4.0587 6.3969 -0.020 -0.025 0.047 0.103
H -0.7678 -1.6146 6.4585 -0.091 0.027 0.029 0.105
H -0.4821 -0.2771 4.4165 0.095 0.120 0.039 0.105
N 3.9622 0.5022 -0.2204 0.272 0.142 -0.102 0.135
C 3.2947 0.4629 0.9990 0.156 -0.002 0.976 -0.326
C 4.0545 0.5346 2.1579 0.343 -0.109 -0.502 -0.079
C 3.3705 0.5737 3.3884 -0.356 -0.018 -0.200 -0.111
C 2.0283 0.4479 3.4455 0.047 -0.056 0.116 -0.059
C 1.2275 0.2470 2.2038 0.196 0.340 -0.258 -0.397
N 1.9797 0.4080 0.9844 0.187 0.110 0.058 0.039
C 3.5000 0.3791 -1.4984 -0.041 -0.211 -0.152 -0.269
C 4.3973 0.6957 -2.5356 -0.002 -0.025 -0.275 -0.009
C 3.9882 0.6053 -3.8451 -0.073 0.013 0.501 -0.064
C 2.6937 0.1660 -4.1001 -0.162 -0.175 -0.084 -0.067
C 1.8922 -0.1692 -3.0309 0.294 0.039 -0.485 -0.139
N 2.2593 -0.0628 -1.7518 0.314 0.137 -0.163 0.066
H 4.9423 0.7274 -0.1405 -0.171 -0.002 -0.017 0.139
H 5.1287 0.5943 2.1167 0.160 -0.014 -0.073 0.082
H 3.9357 0.7216 4.2964 0.023 0.029 0.143 0.102
H 1.5025 0.5148 4.3815 -0.017 -0.015 0.176 0.083
H 0.2441 1.9109 2.9379 0.167 -0.116 -0.176 0.092
H 5.3981 1.0184 -2.2914 0.072 0.077 0.059 0.109
H 4.6559 0.8798 -4.6485 0.047 -0.015 -0.045 0.109
H 2.3262 0.0826 -5.1086 -0.107 -0.063 -0.106 0.100
H 0.8944 -0.5499 -3.1953 -0.046 0.094 -0.026 0.069
C -3.4734 -1.3126 -3.5810 -0.143 0.054 -0.191 -0.197
N -3.6739 -0.2474 -2.6141 -0.282 0.115 -0.145 -0.156
C -4.3573 -0.7970 -1.4558 -0.269 0.050 0.038 -0.194
N -3.6699 -1.9290 -0.8589 -0.241 -0.114 0.109 -0.155
C -3.4739 -2.9446 -1.8777 -0.108 -0.194 0.024 -0.196
N -2.7552 -2.4561 -3.0428 -0.090 -0.167 -0.181 -0.157
C -1.3810 -2.1251 -2.7246 0.614 0.125 0.145 -0.301
P -1.1985 -0.7612 -1.4292 -1.214 -0.444 -0.717 1.052
C -2.4247 0.3911 -2.2501 0.462 0.219 0.141 -0.302
C -2.4180 -1.5386 -0.2421 0.418 0.067 0.306 -0.305
H -2.9290 -0.9160 -4.4413 -0.018 -0.021 -0.007 0.128
H -4.4587 -1.6576 -3.9143 0.109 0.028 -0.003 0.128
H -5.3470 -1.1369 -1.7794 0.048 0.061 0.061 0.128
H -4.4781 -0.0148 -0.7035 -0.025 0.001 -0.016 0.130
H -4.4590 -3.2917 -2.2101 0.110 0.004 0.053 0.129
H -2.9263 -3.7871 -1.4478 -0.047 0.008 -0.002 0.128
H -0.8804 -1.8176 -3.6500 0.042 -0.054 0.113 0.080
H -0.8807 -3.0254 -2.3510 0.057 0.101 -0.070 0.096
H -1.9606 0.8073 -3.1515 0.024 0.044 0.156 0.094
H -2.6245 1.2236 -1.5665 0.084 -0.008 -0.080 0.095
H -2.6214 -0.8314 0.5683 0.096 -0.031 0.001 0.099
H -1.9510 -2.4244 0.1991 0.034 0.159 0.033 0.087
```
Forces are in eV/Å.

As for the expectation value of S²: 3.7625. As for the HOMO energy (alpha / beta): -6.250 / -6.296 eV. The calculation puts the largest force on an atom at 1.48 eV Å⁻¹. Its spin multiplicity is 4.


(2)
Below is a structure of composition C28H33CrN5O3P, with properties calculated with the ωB97M-V functional and the def2-TZVPD basis.

XYZ file:
```
71
Properties=species:S:1:pos:R:3:forces:R:3:lowdin_charge:R:1
Cr -0.0500 -0.9404 -0.1157 0.408 0.322 1.426 0.840
N 2.1368 -0.5749 -0.3303 -0.465 0.429 -0.352 -0.037
C 3.0908 -0.8886 0.7584 0.178 -0.095 0.594 -0.192
C 2.7282 -0.1655 2.0593 -0.023 -0.189 0.068 -0.172
C 2.2401 -1.0841 3.1834 -0.222 0.026 -0.230 -0.171
C 1.0281 -1.9473 2.8434 0.507 -0.355 0.301 -0.234
N -0.0715 -1.1503 2.2929 -0.261 0.300 -1.541 0.033
H 2.4362 -1.1294 -1.1353 -0.258 0.144 -0.011 0.115
H 2.2920 0.4015 -0.5968 -0.015 -0.231 -0.034 0.088
H 4.1020 -0.6070 0.4455 -0.183 -0.093 -0.076 0.132
H 3.0810 -1.9696 0.9088 0.004 0.037 -0.108 0.116
H 1.9682 0.5886 1.8407 0.099 0.063 0.061 0.074
H 3.6030 0.3614 2.4386 -0.034 0.124 -0.063 0.124
H 1.9908 -0.4592 4.0409 0.048 0.021 0.157 0.120
H 3.0497 -1.7462 3.4918 0.005 -0.017 0.071 0.127
H 0.7075 -2.4678 3.7543 0.043 0.049 -0.160 0.131
H 1.2946 -2.7028 2.1009 -0.037 0.005 0.103 0.087
H -0.1312 -0.2629 2.7896 -0.131 -0.062 -0.120 0.094
H -0.9592 -1.6348 2.4155 0.085 0.176 0.048 0.110
O -3.5942 -0.8662 -1.2877 0.319 0.384 0.403 0.105
C -2.8219 -0.1600 -0.6662 -1.615 0.743 -1.186 -0.506
O -1.7988 -0.6263 -0.0214 1.040 -0.957 0.943 -0.202
C -3.0215 1.3124 -0.5399 0.091 0.051 0.049 -0.124
C -4.3054 1.8249 -0.6987 0.228 -0.118 -0.047 0.018
C -4.5376 3.1731 -0.4987 0.006 -0.050 -0.037 -0.025
C -3.4895 4.0148 -0.1597 0.017 0.013 -0.058 -0.030
C -2.2003 3.5216 -0.0429 0.072 -0.128 0.015 -0.061
C -1.9558 2.1631 -0.2261 -0.018 -0.312 0.161 -0.257
P -0.2362 1.5444 -0.2444 0.058 0.413 -0.285 1.119
C 0.5895 2.5760 0.9972 0.086 -0.318 -0.072 -0.382
C -0.0054 2.6453 2.2594 -0.024 -0.095 -0.188 -0.107
C 0.6028 3.3582 3.2746 -0.006 -0.029 0.052 -0.048
C 1.8192 3.9860 3.0454 0.016 -0.018 -0.042 -0.041
C 2.4266 3.8965 1.8028 0.068 0.024 0.070 -0.048
C 1.8205 3.1900 0.7771 -0.191 -0.105 -0.081 -0.089
C 0.3056 2.0385 -1.9066 0.125 -0.273 0.277 -0.347
C 0.5050 3.3621 -2.2924 0.043 -0.136 -0.018 -0.069
C 0.8258 3.6439 -3.6094 -0.039 0.105 0.060 -0.040
C 0.9540 2.6227 -4.5376 -0.055 -0.135 0.053 -0.039
C 0.7499 1.3048 -4.1571 -0.024 -0.092 -0.173 -0.052
C 0.4159 1.0157 -2.8486 0.011 0.005 0.361 -0.109
H -5.0976 1.1477 -0.9756 -0.124 -0.036 0.025 0.130
H -5.5347 3.5659 -0.6125 -0.116 0.068 0.013 0.121
H -3.6730 5.0657 -0.0017 -0.015 0.118 0.017 0.121
H -1.3895 4.1962 0.1963 0.013 0.025 0.027 0.113
H -0.9557 2.1515 2.4234 -0.100 0.075 0.091 0.115
H 0.1290 3.4325 4.2410 -0.045 -0.002 0.100 0.118
H 2.2909 4.5465 3.8372 0.055 0.059 0.069 0.119
H 3.3753 4.3804 1.6326 0.095 0.069 -0.036 0.118
H 2.2921 3.1326 -0.1933 0.074 0.026 -0.093 0.107
H 0.4121 4.1648 -1.5758 -0.030 0.074 0.049 0.111
H 0.9636 4.6685 -3.9155 0.054 0.119 -0.031 0.120
H 1.1974 2.8517 -5.5623 0.058 0.036 -0.115 0.120
H 0.8394 0.5087 -4.8791 -0.001 -0.063 -0.107 0.117
H 0.2165 -0.0162 -2.5394 0.086 0.104 -0.238 0.088
C 1.5035 -5.3729 -0.0684 0.688 -0.019 0.248 0.016
N 0.1991 -4.9557 -0.5237 -0.095 0.683 0.026 -0.032
C -0.7709 -5.8494 -0.8450 -0.710 0.076 -0.292 0.000
C -1.9826 -5.4382 -1.2799 0.136 -0.053 0.059 0.039
C -2.2266 -4.0321 -1.3783 0.427 -0.336 0.141 -0.323
N -1.2506 -3.1737 -1.0305 -0.069 0.077 -0.137 0.184
C -0.0828 -3.6166 -0.6024 -1.054 -1.046 -0.558 -0.466
O 0.7900 -2.7705 -0.2533 0.692 0.756 0.392 -0.112
N -3.3798 -3.5572 -1.7909 -0.164 0.121 -0.078 0.222
H 1.5651 -6.4566 -0.0764 -0.043 -0.004 -0.007 0.106
H 1.6726 -5.0064 0.9436 0.069 -0.081 -0.012 0.100
H 2.2725 -4.9648 -0.7242 -0.006 -0.067 0.051 0.110
H -0.5253 -6.8924 -0.7217 0.081 -0.057 -0.036 0.147
H -2.7584 -6.1385 -1.5339 -0.022 -0.191 -0.002 0.124
H -4.1203 -4.1849 -2.0545 0.006 -0.014 0.015 0.136
H -3.5600 -2.5493 -1.7400 0.103 -0.142 0.028 0.080
```
Forces are in eV/Å.

As for the expectation value of S²: 0.7769. The total charge is +2. As for the HOMO energy (alpha / beta): -14.393 / -14.365 eV. The calculation puts the largest force on an atom at 2.14 eV Å⁻¹. Its spin multiplicity is 2. As for the relative energy (zero: lowest compared OMol25 entry of this formula, charge and spin): 24.3 kcal/mol.


(3)
Below is the molecule C28H33N3O4S2, with properties calculated with the ωB97M-V functional and the def2-TZVPD basis.

XYZ file:
```
70
Properties=species:S:1:pos:R:3:forces:R:3:lowdin_charge:R:1
C 4.7539 -1.9502 2.6374 -0.607 0.653 -0.525 -0.011
C 4.5751 -0.5211 3.2727 0.320 -1.282 0.207 -0.506
O 5.2589 -0.2308 4.2312 -0.656 0.431 -0.380 0.055
N 3.5963 0.3316 2.6802 2.195 -0.060 -0.660 0.033
C 3.8655 1.7722 2.9334 -0.657 1.200 0.686 -0.196
C 3.3412 2.7092 1.7592 0.288 -0.042 0.757 -0.172
C 2.1750 3.6678 2.2131 0.198 -0.481 -0.104 -0.208
C 1.4007 4.3182 0.9738 0.293 -1.295 1.048 -0.161
C 0.4852 3.1877 0.4104 -0.298 -0.722 -1.344 -0.203
C 0.9621 2.5016 -0.7955 -2.364 -0.571 1.251 0.031
C 0.1549 1.4226 -1.3085 -0.228 -0.161 0.346 -0.046
C -1.1154 0.9751 -0.7084 1.489 1.439 0.509 -0.012
C -1.5947 1.6544 0.4892 1.025 0.732 -0.337 -0.121
C -2.9016 1.2042 1.1978 0.547 0.201 -0.050 -0.173
C -4.2291 1.4950 0.3934 -0.456 0.254 1.080 -0.181
C -5.3139 0.4270 0.8307 0.337 -0.295 -0.729 -0.211
C -6.1422 -0.1915 -0.3648 -0.441 -0.783 1.533 -0.187
C -6.6396 -1.6235 0.1036 -0.312 -0.289 -0.561 -0.298
N -7.1365 -1.6257 1.5012 0.118 -0.011 -0.364 -0.037
C -0.7726 2.7617 1.0268 0.588 -0.179 -1.451 -0.410
S -1.2626 3.6662 2.5516 -0.137 -0.240 -0.609 0.779
C -1.8106 -0.2109 -1.4152 1.069 -0.497 -0.270 -0.260
O -2.9951 -0.3179 -1.6242 0.365 0.113 0.483 0.107
C -0.8466 -1.3341 -1.9331 0.816 0.160 -0.101 -0.059
C -1.2512 -2.7147 -1.8271 2.186 0.658 -1.035 0.012
C -0.2952 -3.7220 -2.2930 -0.164 2.340 0.196 0.004
C 0.9925 -3.3025 -2.8301 -1.676 1.223 0.085 -0.168
N 1.9093 -4.4014 -3.2453 -1.152 0.679 2.406 0.113
C 2.2250 -4.9475 -2.1858 2.522 -1.226 -0.511 -0.757
S 3.0764 -5.6834 -1.0308 -1.537 0.925 -1.152 0.716
C 1.3982 -1.8903 -2.9648 -1.354 -0.307 0.126 -0.059
C 2.7718 -1.4233 -3.5245 0.723 -0.066 1.254 -0.086
C 4.0008 -2.2901 -2.9976 -0.567 0.684 -0.033 -0.252
O 4.4689 -3.1182 -4.0690 0.061 -0.372 1.135 -0.087
C 0.4414 -0.8958 -2.5064 -0.892 -1.734 0.433 -0.004
C 0.6812 0.6494 -2.5663 -0.684 -0.612 1.169 -0.276
O 1.2275 1.2124 -3.4798 -0.005 -0.258 0.330 0.116
H 3.9218 -2.6327 2.9668 0.853 0.681 -0.276 0.088
H 5.7542 -2.3807 2.9014 -1.052 0.558 -0.102 0.087
H 4.6771 -1.8259 1.5242 0.086 -0.418 0.856 0.067
H 3.6958 0.1762 1.6684 -0.581 -0.101 0.459 0.107
H 4.9510 1.9883 3.1341 -0.968 -0.511 -0.212 0.120
H 3.3090 2.0364 3.8749 0.635 -0.151 -0.808 0.123
H 4.2056 3.3670 1.4654 -0.830 -0.784 -0.162 0.115
H 3.0312 2.0358 0.9184 0.215 0.811 0.467 0.094
H 1.4680 3.0722 2.8510 0.498 0.658 -0.630 0.085
H 2.6210 4.4553 2.8717 -0.422 -0.515 -0.567 0.117
H 0.8369 5.2010 1.3529 0.340 -0.685 -0.567 0.095
H 2.1918 4.6130 0.2303 -1.045 -0.152 0.504 0.117
H 1.9113 2.8083 -1.2858 -0.932 -0.334 0.341 0.127
H -3.0032 1.7239 2.1881 0.334 -0.480 -0.975 0.075
H -2.7619 0.1154 1.4581 -0.372 0.922 -0.571 0.124
H -4.5992 2.5012 0.7483 0.452 -0.850 -0.464 0.111
H -4.0925 1.5880 -0.7079 0.002 -0.445 0.919 0.100
H -6.0145 0.8707 1.5815 0.586 -0.377 -0.643 0.106
H -4.8217 -0.4403 1.3561 -0.344 0.944 -0.487 0.100
H -5.5573 -0.3273 -1.3047 -0.444 0.402 0.769 0.096
H -7.0508 0.4469 -0.5050 0.744 -0.470 -0.358 0.106
H -5.8095 -2.3857 0.0720 -0.551 0.927 -0.067 0.110
H -7.4326 -2.0065 -0.6087 0.788 0.450 0.470 0.102
H -7.4787 -2.5554 1.7529 0.017 0.529 -0.123 0.064
H -7.8792 -0.9407 1.6401 0.112 -0.355 -0.125 0.065
H -1.8794 4.7895 2.0648 0.356 -0.728 -0.179 -0.106
H -2.2510 -2.9671 -1.3999 1.081 0.183 -0.482 0.122
H -0.5931 -4.7906 -2.2085 0.609 0.906 -0.238 0.118
H 2.8196 -1.3467 -4.6365 -0.194 -0.219 0.853 0.137
H 2.9560 -0.3935 -3.1113 -0.369 -0.933 -0.633 0.106
H 4.8322 -1.6133 -2.6596 -0.729 -0.410 -0.375 0.117
H 3.6781 -2.8664 -2.0851 0.374 0.352 -0.913 0.090
H 4.9091 -3.8776 -3.6438 -0.199 0.386 -0.499 0.090
```
Forces are in eV/Å.

As for the HOMO energy: -9.088 eV. The calculation puts the largest force on an atom at 2.85 eV Å⁻¹.